This record from OMol25 describes a cluster of 2 separate species, C6H12N2 in total in a non-equilibrium geometry. The level of theory is the ωB97M-V functional and the def2-TZVPD basis.

```
! wB97M-V def2-TZVPD RIJCOSX def2/J DEFGRID3
* xyz 0 1
C 0.9845 -0.3544 -2.4462
C -0.3197 -0.1270 -1.7767
C -0.5077 0.4573 -0.5540
N -1.8434 0.3293 -0.2891
C -2.4061 -0.2962 -1.3475
N -1.5131 -0.6075 -2.2500
H 1.8613 -0.3847 -1.8050
H 1.1554 0.2867 -3.3135
H 0.9843 -1.3469 -2.9160
H 0.1922 1.0740 -0.0283
H -2.3377 0.6545 0.5251
H -3.4344 -0.5896 -1.4705
C 0.6838 0.7823 2.5676
C 1.1543 -0.5449 1.9100
H 1.1693 1.6539 2.1306
H -0.3781 0.8839 2.3520
H 0.8901 0.7365 3.6323
H 1.6301 -0.3584 0.9498
H 0.2891 -1.1070 1.5502
H 1.7458 -1.1421 2.5793
*
```

Values from the calculation:
Highest occupied orbital energy: -8.5 eV
SMILES: Cc1c[nH]cn1.CC
Gap between HOMO and LUMO: 0.3457 Eh
DFT total energy: -345.31348 hartree
LUMO level: 0.86 eV
Relative energy (zero: lowest compared OMol25 entry of this formula, charge and spin): 9.0 kcal per mole